1.
Formula: C4H7IO2S
Source: OMol25
Level of theory: wB97M-V/def2-TZVPD

```
15
Properties=species:S:1:pos:R:3:forces:R:3
C 0.27164 -0.34298 -1.24588 -1.735 0.974 -0.507
C 0.86519 -1.04747 0.95617 1.413 -2.325 0.540
C -0.05855 -0.40006 0.03377 -0.057 0.517 -0.712
C -1.10960 0.42207 0.69815 -1.865 -2.011 -2.234
O 3.93356 2.94471 -0.37827 -0.746 1.913 -0.087
O 4.63486 0.70203 -0.87906 0.167 1.047 1.700
S 4.51741 1.76604 0.12178 0.883 -2.850 -1.913
I 2.17141 0.48193 1.81047 -0.574 -0.547 0.574
H -0.34401 0.12467 -2.04161 0.437 -0.264 0.775
H 1.25399 -0.59604 -1.46613 1.493 -0.996 -0.945
H 0.32669 -1.63588 1.72056 0.275 0.910 0.282
H 1.56286 -1.84961 0.55267 -0.715 1.459 -0.070
H -0.83905 1.41107 0.58007 0.269 2.205 0.098
H -1.17822 0.11910 1.67127 0.024 -0.254 2.873
H -2.15054 0.25418 0.34180 0.732 0.223 -0.374
```
Positions in Å, forces in eV/Å.

LUMO level: -0.88 eV
molecular weight: 246.069 g mol⁻¹
Kohn-Sham gap: 0.314 Eh



2.
Formula: C6H12O
Source: OMol25
Level of theory: wB97M-V/def2-TZVPD

```
19
Properties=species:S:1:pos:R:3:forces:R:3
C -0.97115 -1.57092 0.01035 0.029 -0.205 -0.015
C -0.79674 -0.02948 0.29500 0.189 0.163 -0.224
C -1.51649 0.74912 -0.84332 -0.047 0.043 -0.088
O -1.22162 0.33305 1.49315 -0.128 -0.016 0.169
C 0.67838 0.17323 0.23139 0.062 0.147 0.074
C 1.38802 0.09100 1.51382 -0.026 -0.158 -0.111
C 1.41018 0.60861 -0.98284 0.031 -0.172 0.030
H -2.04253 -1.75150 0.15043 0.142 0.074 -0.022
H -0.43417 -2.15819 0.76218 -0.065 0.103 -0.096
H -0.67356 -1.89327 -0.99530 -0.028 0.078 0.130
H -1.17411 0.49185 -1.85237 -0.038 0.010 0.145
H -1.39262 1.82359 -0.67475 -0.012 -0.152 -0.020
H -2.58117 0.51773 -0.76356 0.163 0.018 0.008
H 2.42181 -0.25362 1.40626 -0.140 0.067 -0.028
H 1.41009 1.10203 1.94757 -0.037 -0.056 -0.074
H 0.76801 -0.47795 2.21846 0.090 0.083 -0.074
H 1.15120 1.65933 -1.18371 -0.041 -0.127 0.071
H 1.08113 0.04387 -1.86161 0.017 0.095 0.118
H 2.49536 0.54151 -0.87115 -0.161 0.006 0.007
```
Positions in Å, forces in eV/Å.

LUMO level (alpha / beta): -0.87 / -1.02 eV
molecular weight: 100.161 g mol⁻¹
Kohn-Sham gap (alpha / beta): 0.257 / 0.248 Eh



3.
Formula: C5H10N2O
Source: OMol25
Level of theory: wB97M-V/def2-TZVPD

```
18
Properties=species:S:1:pos:R:3:forces:R:3
C 1.87928 -0.90975 0.06711 0.097 -0.597 0.266
C 0.95797 0.12498 -0.51967 0.109 0.364 1.129
C -0.83533 1.54735 -0.29877 -0.989 1.673 -1.629
C -0.48931 0.16269 -0.09785 -2.112 -2.804 1.650
C -1.46197 -0.91660 -0.60835 0.358 0.560 1.703
H 2.94143 -0.65085 -0.10585 -0.594 -0.138 -0.228
H 1.76236 -0.97833 1.16488 -0.158 -0.056 -0.601
H 1.64042 -1.89293 -0.40058 0.359 0.570 0.424
H 1.01185 0.16382 -1.60313 0.110 0.087 -0.350
H -1.86738 2.04423 -0.48582 2.113 -0.926 0.539
H -2.50225 -0.63209 -0.24458 1.230 -0.590 -0.522
H -1.09273 -1.84018 -0.07829 -0.804 0.567 -1.033
H -1.42426 -0.91348 -1.67830 -0.181 -0.555 -0.660
H -1.50815 0.31883 1.73696 0.039 -0.355 -0.570
H 0.02006 0.67676 1.91993 0.276 -0.092 -0.706
N 0.23261 2.20276 -0.16574 -0.563 4.033 -0.191
N -0.58663 0.05834 1.38046 -0.002 -0.692 1.531
O 1.32201 1.43445 0.01761 0.711 -1.049 -0.751
```
Positions in Å, forces in eV/Å.

SMILES string: C[C@@H]1ON=C[C@]1(C)N
LUMO level: 0.90 eV
molecular weight: 114.148 g mol⁻¹
Kohn-Sham gap: 0.365 Eh



What are the max |F| values for these records? In order: 3.5; 0.3; 4.1 eV Å⁻¹.